No. 1
The following is a quantum chemistry calculation of C58H120F30N11O26S10 as an isolated structure in a non-equilibrium geometry, from OMol25.

The geometry in XYZ format:
```
255
C58H120F30N11O26S10 (ωB97M-V/def2-TZVPD)
C -5.821 -2.111 6.459
C -6.060 -2.226 4.991
N -6.664 -3.545 4.578
C -7.898 -3.875 5.336
C -7.052 -3.417 3.142
C -7.641 -4.659 2.527
C -5.733 -4.688 4.882
C -4.359 -4.645 4.283
O -3.554 -3.796 5.022
C -2.144 -3.873 4.663
H -5.102 -2.853 6.818
H -6.637 -2.204 7.191
H -5.234 -1.161 6.518
H -5.139 -2.135 4.406
H -6.722 -1.384 4.766
H -8.173 -4.898 5.114
H -8.664 -3.141 5.112
H -7.710 -3.792 6.391
H -6.090 -3.116 2.630
H -7.678 -2.511 3.106
H -6.895 -5.487 2.350
H -8.037 -4.236 1.600
H -8.517 -5.024 3.045
H -6.286 -5.555 4.461
H -5.787 -4.784 5.961
H -4.400 -4.347 3.228
H -4.024 -5.704 4.432
H -1.547 -3.261 5.376
H -1.908 -3.447 3.662
H -1.850 -4.962 4.609
C 0.101 -7.906 -1.945
C -1.344 -7.543 -2.178
N -2.368 -8.304 -1.296
C -3.786 -8.023 -1.741
C -2.078 -9.859 -1.421
C -2.983 -10.786 -0.614
C -2.260 -7.768 0.121
C -2.059 -6.275 0.447
O -3.144 -5.494 0.037
C -3.127 -4.170 0.494
H 0.696 -7.157 -2.455
H 0.353 -8.924 -2.254
H 0.293 -7.755 -0.901
H -1.669 -7.783 -3.181
H -1.475 -6.471 -1.961
H -4.017 -8.580 -2.629
H -3.732 -6.933 -1.951
H -4.485 -8.235 -0.917
H -1.041 -10.002 -1.123
H -2.243 -10.019 -2.496
H -4.030 -10.658 -0.756
H -2.648 -10.649 0.409
H -2.686 -11.803 -0.927
H -1.387 -8.220 0.567
H -3.163 -8.043 0.684
H -1.133 -5.841 0.085
H -1.928 -6.214 1.536
H -2.977 -4.049 1.589
H -4.036 -3.678 0.121
H -2.279 -3.633 -0.021
C -1.982 6.997 -6.500
C -2.643 6.158 -5.443
N -1.971 6.184 -4.085
C -0.599 5.565 -4.253
C -1.882 7.574 -3.569
C -1.189 7.578 -2.188
C -2.738 5.351 -3.149
C -3.484 4.145 -3.559
O -2.623 3.109 -4.044
C -3.306 1.951 -4.422
H -1.973 8.051 -6.333
H -2.660 6.727 -7.316
H -1.019 6.612 -6.826
H -2.660 5.136 -5.794
H -3.697 6.471 -5.239
H -0.022 5.442 -3.312
H -0.024 6.235 -4.906
H -0.747 4.617 -4.748
H -2.901 7.927 -3.522
H -1.253 8.144 -4.269
H -1.014 8.626 -1.972
H -0.183 7.105 -2.154
H -1.804 7.232 -1.377
H -3.483 6.014 -2.672
H -2.029 5.119 -2.367
H -4.287 4.358 -4.284
H -3.925 3.710 -2.669
H -3.914 1.492 -3.647
H -2.560 1.265 -4.788
H -3.993 2.168 -5.225
C 4.568 -2.839 -4.153
C 5.559 -1.931 -3.379
N 6.626 -2.651 -2.664
C 6.054 -3.598 -1.648
C 7.466 -3.492 -3.616
C 8.005 -2.776 -4.844
C 7.501 -1.601 -2.040
C 8.821 -1.984 -1.394
O 8.619 -3.048 -0.456
C 9.738 -3.391 0.361
H 4.003 -3.443 -3.455
H 5.020 -3.518 -4.874
H 3.914 -2.053 -4.585
H 5.066 -1.222 -2.730
H 6.103 -1.327 -4.130
H 5.727 -2.991 -0.830
H 6.799 -4.309 -1.305
H 5.222 -4.226 -1.961
H 6.787 -4.300 -3.752
H 8.319 -3.902 -3.066
H 8.735 -3.348 -5.361
H 8.415 -1.781 -4.636
H 7.232 -2.637 -5.620
H 6.870 -1.223 -1.278
H 7.608 -0.812 -2.746
H 9.174 -1.076 -0.877
H 9.565 -2.278 -2.156
H 10.693 -3.550 -0.162
H 9.435 -4.258 0.941
H 9.868 -2.530 1.037
C 8.532 1.627 2.292
C 7.102 1.865 1.884
N 6.447 3.145 2.328
C 6.521 3.285 3.793
C 7.282 4.228 1.608
C 6.916 5.625 1.809
C 4.954 3.217 1.910
C 4.284 1.866 1.821
O 4.393 1.052 3.020
C 3.304 1.493 3.880
H 8.756 0.630 1.981
H 8.688 1.555 3.375
H 9.266 2.346 1.877
H 6.530 1.042 2.270
H 7.033 1.901 0.789
H 6.106 2.413 4.219
H 5.963 4.139 4.172
H 7.546 3.495 4.056
H 7.100 4.013 0.552
H 8.295 3.945 1.913
H 7.495 6.202 1.120
H 7.058 5.910 2.833
H 5.882 5.860 1.550
H 4.864 3.701 0.942
H 4.451 3.785 2.689
H 4.660 1.232 1.040
H 3.190 2.087 1.786
H 2.347 1.331 3.377
H 3.418 2.552 4.142
H 3.319 0.765 4.688
C 0.040 2.468 -2.136
C -0.519 1.042 -2.146
N -0.829 0.538 -0.777
C -1.179 -0.906 -0.898
C 0.339 0.711 0.184
C 1.619 -0.015 -0.170
C -2.076 1.297 -0.270
C -2.490 1.002 1.119
O -3.087 -0.312 1.259
C -3.385 -0.675 2.595
H -0.602 3.075 -1.553
H 0.024 2.794 -3.180
H 1.048 2.548 -1.739
H 0.210 0.435 -2.616
H -1.414 0.857 -2.706
H -0.583 -1.412 -1.639
H -2.286 -1.016 -1.053
H -0.899 -1.479 0.013
H -0.094 0.362 1.102
H 0.593 1.755 0.246
H 2.347 0.258 0.620
H 2.093 0.379 -1.065
H 1.529 -1.093 -0.159
H -2.953 1.178 -0.956
H -1.765 2.360 -0.337
H -3.215 1.717 1.463
H -1.682 1.054 1.864
H -2.510 -0.540 3.244
H -3.673 -1.723 2.557
H -4.143 -0.055 3.037
C 0.914 -4.034 -2.145
F 1.490 -4.661 -3.240
F 1.058 -2.687 -2.389
F -0.406 -4.395 -2.285
S 1.857 -4.633 -0.678
O 2.094 -6.015 -0.966
O 2.945 -3.686 -0.598
N 0.698 -4.450 0.342
S 1.070 -4.469 1.944
O -0.194 -4.759 2.612
O 2.302 -5.141 2.139
C 1.419 -2.658 2.358
F 0.429 -1.851 1.870
F 1.427 -2.614 3.718
F 2.526 -2.193 1.822
C -6.731 0.850 2.033
F -6.455 -0.355 1.448
F -6.058 0.862 3.229
F -6.115 1.688 1.200
S -8.510 1.358 2.213
O -8.339 2.737 2.465
O -9.160 1.031 1.009
N -8.866 0.511 3.388
S -10.234 -0.291 3.741
O -11.473 0.168 3.192
O -10.047 -1.779 3.795
C -10.204 -0.028 5.617
F -10.260 1.239 5.980
F -11.371 -0.676 5.951
F -9.172 -0.599 6.129
C 4.877 2.378 -3.608
F 5.012 1.310 -4.513
F 5.281 3.400 -4.276
F 3.528 2.510 -3.338
S 5.723 1.946 -2.016
O 5.789 3.108 -1.239
O 4.959 0.859 -1.536
N 7.097 1.360 -2.534
S 8.498 2.287 -2.397
O 8.435 3.605 -2.912
O 9.219 2.040 -1.187
C 9.557 1.336 -3.603
F 9.694 0.054 -3.222
F 9.011 1.261 -4.873
F 10.655 2.037 -3.694
C -4.619 4.513 0.496
F -3.708 3.714 -0.182
F -5.759 4.083 -0.031
F -4.639 4.276 1.817
S -4.081 6.260 0.417
O -4.713 6.871 1.543
O -2.654 6.177 0.365
N -4.578 6.780 -0.988
S -6.131 7.092 -1.288
O -6.852 5.941 -1.596
O -6.591 8.163 -0.486
C -5.950 7.903 -2.851
F -4.959 8.803 -2.952
F -5.599 7.047 -3.883
F -7.067 8.526 -3.117
C 2.991 6.233 0.026
F 3.918 6.195 -0.975
F 3.632 6.210 1.234
F 2.480 7.482 -0.020
S 1.797 4.903 -0.261
O 1.198 5.307 -1.501
O 2.537 3.641 -0.181
N 0.768 5.132 0.870
S 0.811 4.300 2.237
O 0.015 3.111 2.216
O 2.072 4.235 2.964
C -0.207 5.538 3.205
F -1.404 5.703 2.734
F -0.191 4.914 4.374
F 0.376 6.719 3.275
```

Properties
largest force on an atom: 5.1 eV Å⁻¹
total charge: +1
energy: -11817.70611 hartree



No. 2
The following is a quantum chemistry calculation of a 5-piece molecular cluster, C32H65FN overall in a non-equilibrium geometry, from OMol25.

The geometry in XYZ format:
```
99
C32H65FN (ωB97M-V/def2-TZVPD)
C 1.572 -2.979 0.367
C -0.027 -2.817 0.317
C -0.802 -3.877 -0.530
C -2.377 -3.712 -0.616
C -3.017 -2.526 0.151
C -4.625 -2.402 0.068
N -5.182 -3.741 0.371
F -5.480 -4.444 -0.811
C -2.247 -1.490 1.006
C -0.681 -1.655 1.088
H 1.786 -4.106 0.234
H 1.932 -2.604 1.392
H 2.054 -2.341 -0.445
H -0.282 -4.739 -1.078
H -2.960 -4.480 -1.214
H -4.932 -1.967 -0.947
H -5.011 -1.685 0.888
H -2.736 -0.645 1.588
H -0.104 -0.895 1.731
C 1.957 2.619 -3.570
C 0.449 2.744 -3.729
C -0.251 3.266 -2.473
C -0.123 2.371 -1.235
C -0.636 0.940 -1.408
C -2.114 0.861 -1.708
H 2.223 1.899 -2.793
H 2.408 2.276 -4.506
H 2.404 3.585 -3.315
H 0.029 1.779 -4.029
H 0.242 3.437 -4.554
H -1.310 3.423 -2.701
H 0.152 4.256 -2.227
H -0.667 2.847 -0.410
H 0.926 2.334 -0.919
H -0.447 0.390 -0.482
H -0.073 0.426 -2.194
H -2.695 1.329 -0.908
H -2.423 -0.185 -1.784
H -2.373 1.352 -2.650
C -0.246 6.812 -4.172
C -0.594 7.444 -5.512
C -0.033 6.673 -6.708
C 1.495 6.587 -6.771
C 2.223 7.931 -6.789
C 1.891 8.779 -8.010
H 0.833 6.793 -4.002
H -0.699 7.383 -3.357
H -0.622 5.786 -4.116
H -0.250 8.483 -5.529
H -1.685 7.482 -5.605
H -0.411 7.130 -7.629
H -0.437 5.654 -6.694
H 1.771 6.020 -7.668
H 1.861 5.999 -5.922
H 3.302 7.740 -6.781
H 2.006 8.498 -5.878
H 2.143 8.249 -8.933
H 2.464 9.711 -7.989
H 0.831 9.043 -8.042
C -1.981 -6.638 1.873
C -1.275 -7.311 3.041
C 0.117 -6.738 3.315
C 1.128 -6.905 2.175
C 1.373 -8.347 1.728
C 1.965 -9.224 2.823
H -1.443 -6.778 0.932
H -2.981 -7.062 1.746
H -2.090 -5.564 2.048
H -1.218 -8.390 2.865
H -1.886 -7.180 3.941
H 0.515 -7.201 4.225
H 0.024 -5.669 3.539
H 2.080 -6.464 2.492
H 0.799 -6.319 1.310
H 2.067 -8.333 0.880
H 0.447 -8.796 1.357
H 2.916 -8.817 3.177
H 2.151 -10.232 2.439
H 1.289 -9.316 3.677
C 1.906 -0.776 4.445
C 0.539 -0.549 5.076
C 0.113 0.920 5.080
C 1.012 1.860 5.891
C 1.177 1.491 7.366
C -0.130 1.531 8.146
H 2.698 -0.265 4.998
H 2.144 -1.843 4.438
H 1.921 -0.420 3.411
H 0.532 -0.953 6.093
H -0.204 -1.124 4.513
H -0.915 0.986 5.454
H 0.078 1.283 4.046
H 0.601 2.874 5.822
H 2.003 1.906 5.427
H 1.877 2.199 7.824
H 1.634 0.501 7.465
H -0.582 2.525 8.099
H 0.051 1.293 9.199
H -0.852 0.805 7.764
```

Properties
largest force on an atom: 5.0 eV Å⁻¹
total charge: -1
energy: -1412.66867 hartree



No. 3
The following is a quantum chemistry calculation of an isolated molecule of C3H6NO2 in a non-equilibrium geometry, from OMol25.

The geometry in XYZ format:
```
12
C3H6NO2 (ωB97M-V/def2-TZVPD)
C -0.118 1.912 -0.722
N -0.108 0.999 0.285
C 0.597 -0.248 0.241
C -0.205 -1.607 0.340
O 0.312 -2.498 1.180
O -0.899 2.827 -0.859
H 0.483 1.651 -1.613
H -0.998 0.890 0.760
H 1.188 -0.418 -0.661
H 1.348 -0.317 1.049
H -1.211 -1.285 0.704
H -0.389 -1.905 -0.705
```

Properties
2S+1: 2
largest force on an atom: 2.8 eV Å⁻¹
<S²>: 0.754
energy above the lowest of the compared OMol25 structures with the same formula, charge and spin: 29.2 kcal per mole



No. 4
The following is a quantum chemistry calculation of C3H4BaLiO3 as an isolated structure in a non-equilibrium geometry, from OMol25.

The geometry in XYZ format:
```
12
C3H4BaLiO3 (ωB97M-V/def2-TZVPD)
H 2.998 -1.182 0.434
C -2.817 -0.909 0.327
C -1.720 -0.143 -0.351
O -0.703 -1.030 -0.739
C 0.515 -0.905 -0.134
O 0.960 -1.960 0.319
O -3.965 -0.516 0.371
Ba 2.937 0.933 -0.302
H -2.542 -1.885 0.773
H -1.371 0.621 0.368
H -2.128 0.400 -1.217
Li -5.284 0.720 -0.024
```

Properties
largest force on an atom: 3.9 eV Å⁻¹
total charge: +1
energy above the lowest of the compared OMol25 structures with the same formula, charge and spin: 107.3 kcal per mole



No. 5
The following is a quantum chemistry calculation of an isolated ion of composition C8H15N2O3 and charge +1 in a non-equilibrium geometry, from OMol25.

The geometry in XYZ format:
```
28
C8H15N2O3 (ωB97M-V/def2-TZVPD)
C -2.826 1.557 0.255
O -1.738 0.582 0.302
C -0.862 0.609 -0.684
O -0.703 1.263 -1.663
N 0.198 -0.487 -0.402
C -0.726 -1.650 -0.280
N -1.581 -1.898 -1.249
O -0.626 -2.298 0.726
C 1.206 -0.683 -1.314
C 2.249 0.398 -1.003
C 1.959 0.773 0.427
C 1.039 -0.309 0.932
C 0.546 0.071 2.265
H -2.389 2.403 0.995
H -3.641 1.083 0.678
H -2.976 2.054 -0.813
H -1.773 -1.135 -1.853
H -2.107 -2.762 -1.403
H 0.924 -0.732 -2.382
H 1.494 -1.693 -1.063
H 2.044 1.233 -1.801
H 3.287 -0.008 -1.305
H 2.983 0.921 1.019
H 1.453 1.756 0.470
H 1.471 -1.280 1.044
H 0.195 1.044 2.454
H 1.251 -0.248 3.043
H -0.350 -0.563 2.602
```

Properties
largest force on an atom: 6.4 eV Å⁻¹
total charge: +1
energy above the lowest of the compared OMol25 structures with the same formula, charge and spin: 66.0 kcal per mole



No. 6
The following is a quantum chemistry calculation of C3H3Cl9 as an isolated structure in a non-equilibrium geometry, from OMol25.

The geometry in XYZ format:
```
15
C3H3Cl9 (ωB97M-V/def2-TZVPD)
C 8.811 7.392 16.251
Cl 9.208 6.301 14.952
Cl 7.330 6.789 17.111
Cl 8.388 8.885 15.437
H 9.684 7.484 16.899
C 13.492 3.245 14.657
Cl 12.010 2.377 14.102
Cl 14.059 2.413 16.189
Cl 13.218 5.016 14.939
H 14.210 3.099 13.850
C 12.248 6.664 15.947
Cl 11.395 7.100 14.349
Cl 10.998 6.665 17.236
Cl 13.614 7.850 16.162
H 12.627 5.646 15.851
```

Properties
largest force on an atom: 13.9 eV Å⁻¹
energy above the lowest of the compared OMol25 structures with the same formula, charge and spin: 196.1 kcal per mole



No. 7
The following is a quantum chemistry calculation of an isolated molecule of C22H29N5O2, from OMol25.

The geometry in XYZ format:
```
58
C22H29N5O2 (ωB97M-V/def2-TZVPD)
C -1.662 -5.385 -1.238
C -0.637 -4.729 -0.728
C -0.675 -3.282 -0.335
N 0.334 -2.509 -1.029
C -0.001 -1.643 -2.022
O -1.160 -1.339 -2.247
N 1.031 -1.131 -2.783
C 2.430 -1.160 -2.414
C 2.776 0.016 -1.500
C 2.405 1.329 -2.201
N 2.691 2.466 -1.352
N 3.859 3.077 -1.528
C 3.920 4.054 -0.646
C 2.762 4.088 0.134
C 1.993 3.043 -0.341
N 0.701 2.677 0.071
C 0.395 1.568 0.809
O 1.210 0.709 1.065
C -1.057 1.476 1.223
C -1.690 0.237 0.583
C -3.125 0.002 1.068
C -3.156 -0.386 2.518
C -2.847 -1.687 2.897
C -2.834 -2.049 4.231
C -3.130 -1.114 5.209
C -3.442 0.183 4.843
C -3.454 0.543 3.506
C 0.956 1.307 -2.688
C 0.717 0.061 -3.546
H -1.599 -6.425 -1.508
H -2.611 -4.903 -1.402
H 0.314 -5.225 -0.574
H -1.640 -2.840 -0.592
H -0.503 -3.189 0.746
H 1.285 -2.806 -0.905
H 3.006 -1.085 -3.344
H 2.698 -2.107 -1.946
H 2.226 -0.067 -0.561
H 3.843 0.018 -1.274
H 3.072 1.463 -3.063
H 4.779 4.693 -0.602
H 2.516 4.763 0.928
H 0.009 3.410 0.012
H -1.609 2.376 0.943
H -1.090 1.365 2.309
H -1.697 0.336 -0.504
H -1.075 -0.628 0.834
H -3.715 0.907 0.908
H -3.558 -0.797 0.464
H -2.621 -2.421 2.137
H -2.594 -3.065 4.511
H -3.121 -1.396 6.251
H -3.678 0.918 5.599
H -3.705 1.558 3.227
H 0.739 2.209 -3.262
H 0.276 1.259 -1.839
H 1.346 0.078 -4.441
H -0.331 0.002 -3.842
```

Properties
largest force on an atom: 0.8 eV Å⁻¹
energy above the lowest of the compared OMol25 structures with the same formula, charge and spin: 34.3 kcal per mole



No. 8
The following is a quantum chemistry calculation of a 2-piece molecular cluster, C4H4O3 overall in a non-equilibrium geometry, from OMol25.

The geometry in XYZ format:
```
11
C4H4O3 (ωB97M-V/def2-TZVPD)
O -2.288 -0.420 -2.279
C -1.783 -0.368 -1.264
O 0.494 -1.289 -1.468
C 0.493 -1.227 -0.254
C 0.444 0.003 0.510
C 0.096 1.388 0.790
O 0.132 0.347 1.804
H 1.613 -0.300 0.262
H 0.724 -2.064 0.433
H -0.878 1.867 0.661
H 0.953 2.063 0.806
```

Properties
largest force on an atom: 2.3 eV Å⁻¹
energy above the lowest of the compared OMol25 structures with the same formula, charge and spin: 96.1 kcal per mole